DFT (the ωB97M-V functional and the def2-TZVPD basis) results for a structure of composition C55H41BrN10OP2ReS at a distorted geometry.

Summary:
max |F|	0.0426	Eh/bohr
orbital gap (alpha / beta)	5.21 / 5.63	eV
HOMO energy (alpha / beta)	-13.0 / -13.0	eV
LUMO level (alpha / beta)	-7.8 / -7.4	eV

Structure (ORCA input):
```
! wB97M-V def2-TZVPD RIJCOSX def2/J DEFGRID3
* xyz 2 2
Re -0.13 -0.92 -0.97
O 1.16 1.31 -2.30
S 1.28 1.02 -0.88
C 0.82 2.58 -0.09
C 1.78 3.32 0.57
C 1.61 4.68 0.88
C 0.45 5.29 0.50
C -0.01 6.71 0.60
C -1.45 6.71 0.02
C -1.69 5.30 -0.40
C -2.77 4.70 -1.01
C -2.71 3.33 -1.25
C -1.60 2.54 -0.95
P -1.93 0.77 -1.26
C -3.40 0.49 -0.22
C -4.33 -0.50 -0.53
C -5.40 -0.71 0.32
C -5.52 0.01 1.50
C -4.57 0.97 1.82
C -3.52 1.21 0.96
C -2.49 0.92 -2.99
C -3.84 0.95 -3.35
C -4.19 1.07 -4.68
C -3.21 1.14 -5.66
C -1.87 1.14 -5.31
C -1.51 1.04 -3.98
C -0.45 3.14 -0.39
C -0.57 4.52 -0.09
C 3.03 0.91 -0.51
C 3.88 1.66 -1.29
C 5.23 1.83 -0.97
C 5.71 1.26 0.18
C 7.05 1.28 0.83
C 6.90 0.41 2.11
C 5.49 -0.07 2.08
C 4.78 -0.90 2.92
C 3.46 -1.23 2.57
C 2.83 -0.73 1.44
P 1.27 -1.55 0.99
C 0.33 -1.11 2.50
C 0.20 -1.94 3.60
C -0.39 -1.45 4.76
C -0.84 -0.14 4.82
C -0.73 0.69 3.71
C -0.15 0.20 2.55
C 1.66 -3.33 1.06
C 0.59 -4.22 1.12
C 0.79 -5.58 1.00
C 2.08 -6.07 0.88
C 3.16 -5.20 0.86
C 2.95 -3.83 0.92
C 3.50 0.21 0.62
C 4.84 0.46 0.95
H 2.73 2.87 0.82
H 2.42 5.21 1.35
H 0.65 7.37 0.03
H 0.00 7.05 1.64
H -1.54 7.39 -0.84
H -2.18 7.02 0.76
H -3.65 5.26 -1.29
H -3.57 2.86 -1.69
H -4.20 -1.11 -1.42
H -6.15 -1.44 0.06
H -6.35 -0.18 2.17
H -4.65 1.53 2.74
H -2.79 1.97 1.21
H -4.61 0.88 -2.60
H -5.23 1.10 -4.95
H -3.49 1.21 -6.70
H -1.11 1.21 -6.07
H -0.46 1.05 -3.71
H 3.48 2.15 -2.17
H 5.87 2.43 -1.61
H 7.37 2.30 1.07
H 7.81 0.86 0.16
H 7.09 0.99 3.02
H 7.60 -0.42 2.11
H 5.22 -1.33 3.81
H 2.92 -1.92 3.19
H 0.55 -2.96 3.56
H -0.49 -2.09 5.62
H -1.28 0.24 5.73
H -1.10 1.70 3.75
H -0.06 0.84 1.67
H -0.41 -3.82 1.24
H -0.05 -6.25 1.00
H 2.24 -7.14 0.79
H 4.16 -5.59 0.77
H 3.80 -3.16 0.84
N 0.78 -2.41 -4.01
C 1.73 -2.30 -3.05
N 3.02 -2.58 -3.15
N 3.54 -2.31 -1.98
N 2.65 -1.89 -1.17
N 1.48 -1.86 -1.80
C -0.54 -2.19 -3.76
N -1.53 -2.42 -4.60
N -2.62 -2.11 -3.96
N -2.38 -1.69 -2.78
N -1.05 -1.71 -2.59
H 1.03 -2.78 -4.92
Br -1.50 -4.58 -1.51
C -2.42 -3.69 -0.11
C -3.42 -4.38 0.55
C -4.02 -3.79 1.65
C -3.58 -2.54 2.05
C -2.56 -1.94 1.33
N -1.99 -2.48 0.26
H -3.71 -5.37 0.21
H -4.79 -4.32 2.20
H -3.98 -2.03 2.91
H -2.18 -0.98 1.65
*
```

---

DFT (the ωB97M-V functional and the def2-TZVPD basis) results for a cluster of 7 separate species, C36H48N8O6S in total at a distorted geometry.

Summary:
max |F|	0.1277	Eh/bohr
SMILES	COCC(=O)O[C@@H](CCOC(C)=O)CCSc1nnco1.c1cc[nH]c1.c1cc[nH]c1.c1cc[nH]c1.c1cc[nH]c1.c1cc[nH]c1.c1cc[nH]c1
orbital gap	7.43	eV
HOMO energy	-8.2	eV
LUMO level	-0.8	eV

Structure (ORCA input):
```
! wB97M-V def2-TZVPD RIJCOSX def2/J DEFGRID3
* xyz 0 1
C 2.66 -0.22 4.26
O 1.21 -0.27 4.45
C 0.68 -0.50 3.13
C -0.77 -1.21 3.15
O -1.15 -1.81 4.18
O -1.55 -1.05 1.96
C -1.96 -2.32 1.39
C -3.27 -1.98 0.48
C -4.61 -1.87 1.33
O -5.66 -1.34 0.44
C -5.60 0.09 0.58
C -6.36 0.78 1.80
O -4.95 0.75 -0.25
C -0.89 -3.00 0.40
C 0.50 -2.23 0.26
S 1.30 -2.50 -1.43
C 2.44 -1.03 -1.53
N 3.84 -0.98 -1.16
N 4.28 0.31 -1.37
C 3.12 1.07 -1.86
O 1.96 0.24 -1.99
H 2.92 0.25 3.25
H 3.17 0.38 5.09
H 3.07 -1.30 4.20
H 0.56 0.44 2.49
H 1.44 -1.20 2.59
H -2.34 -3.02 2.22
H -3.02 -1.04 -0.13
H -3.43 -2.82 -0.30
H -4.93 -2.92 1.65
H -4.46 -1.15 2.21
H -7.43 1.01 1.46
H -6.36 0.09 2.73
H -5.84 1.76 2.09
H -0.65 -4.04 0.84
H -1.33 -3.22 -0.65
H 1.23 -2.73 1.00
H 0.45 -1.10 0.39
H 3.10 2.19 -2.12
N 0.11 2.42 -1.77
C -1.18 2.32 -1.33
C -1.85 3.45 -1.71
C -0.93 4.27 -2.42
C 0.27 3.60 -2.44
H 0.83 1.72 -1.63
H -1.51 1.45 -0.78
H -2.89 3.67 -1.51
H -1.12 5.24 -2.86
H 1.23 3.87 -2.87
N -6.25 -2.20 5.25
C -5.35 -3.22 5.31
C -6.05 -4.40 5.43
C -7.42 -4.07 5.44
C -7.52 -2.71 5.33
H -6.02 -1.22 5.17
H -4.29 -3.03 5.26
H -5.61 -5.39 5.51
H -8.25 -4.76 5.53
H -8.38 -2.06 5.29
N 6.29 -1.36 -4.91
C 6.22 -1.27 -3.54
C 7.32 -1.92 -3.02
C 8.07 -2.41 -4.11
C 7.42 -2.05 -5.26
H 5.62 -0.97 -5.55
H 5.41 -0.76 -3.06
H 7.55 -2.02 -1.97
H 9.00 -2.97 -4.06
H 7.66 -2.22 -6.30
N 4.55 3.77 1.24
C 4.79 5.09 1.54
C 5.61 5.60 0.56
C 5.86 4.56 -0.36
C 5.19 3.44 0.07
H 3.98 3.15 1.79
H 4.36 5.54 2.42
H 5.98 6.61 0.52
H 6.47 4.62 -1.26
H 5.12 2.45 -0.34
N -9.84 -3.11 1.17
C -8.60 -2.65 0.80
C -8.57 -2.59 -0.57
C -9.84 -3.02 -1.04
C -10.60 -3.33 0.06
H -10.14 -3.26 2.12
H -7.86 -2.41 1.54
H -7.73 -2.27 -1.17
H -10.16 -3.09 -2.07
H -11.61 -3.70 0.14
N 8.21 2.97 -4.62
C 8.65 3.77 -3.60
C 8.66 5.07 -4.05
C 8.21 5.05 -5.39
C 7.93 3.75 -5.72
H 8.10 1.97 -4.58
H 8.92 3.35 -2.65
H 8.97 5.93 -3.48
H 8.09 5.90 -6.05
H 7.56 3.30 -6.63
*
```